1.
Entry from OMol25: C4H8N2O as an isolated structure in a non-equilibrium geometry (ωB97M-V/def2-TZVPD).

```
15
Properties=species:S:1:pos:R:3
O -1.34314 2.36242 -0.60816
N -0.58281 1.25169 -1.05540
N -0.10689 -1.74283 0.46588
C -1.39665 -0.96115 0.26527
C -0.52611 0.17619 -0.18295
C 0.58054 -0.48805 0.16738
C 1.93830 -0.11251 0.64292
H -2.14819 -1.36604 -0.41632
H 1.96610 -0.44510 1.68779
H 0.41634 1.45608 -1.19797
H -1.83414 -0.83991 1.26313
H 2.78022 -0.57243 0.11930
H -0.01929 -2.32787 -0.37094
H -1.80337 2.63419 -1.41714
H 2.07910 0.97534 0.63720
```

Properties
E_tot in a.u.: -341.82277
HOMO-LUMO gap in eV: 8.594
Highest occupied orbital energy in eV: -7.74
Energy above the lowest of the compared OMol25 structures with the same formula, charge and spin in eV: 4.922

***

2.
Entry from OMol25: the molecule C5H8O (ωB97M-V/def2-TZVPD).

```
14
Properties=species:S:1:pos:R:3
O 2.95408 0.22548 1.32961
C 2.48120 -0.61850 0.29755
C -2.22461 0.89804 -0.24286
C -1.48424 -0.39729 -0.54702
C -0.03984 -0.29715 -0.43712
C 1.12883 -0.34475 -0.16173
H 2.33632 0.95502 1.42698
H 2.41993 -1.63092 0.71636
H -2.08787 1.14608 0.81175
H -3.28772 0.74751 -0.44762
H -1.75310 -1.13393 0.23416
H 3.16178 -0.56303 -0.56197
H -1.86788 1.73289 -0.85220
H -1.73688 -0.71947 -1.56589
```

Properties
E_tot in a.u.: -270.47527
HOMO-LUMO gap in eV: 10.442
Highest occupied orbital energy in eV: -9.52
Energy above the lowest of the compared OMol25 structures with the same formula, charge and spin in eV: 2.248
SMILES: CCC#CCO

***

3.
Entry from OMol25: an isolated ion of composition C7H8BrN2O3 and charge -1 in a non-equilibrium geometry (ωB97M-V/def2-TZVPD).

```
21
Properties=species:S:1:pos:R:3
Br -0.97886 0.74062 -2.54888
O 2.23032 -2.29217 0.43236
O -0.35403 -1.97450 -3.30543
O 1.59501 -2.98462 -2.84154
N 1.21880 -0.20261 0.51579
N 0.43972 0.68224 -0.22821
C 0.18729 -0.08568 -1.37160
C 1.54179 -1.39621 -0.07760
C -0.58954 1.30265 0.52701
C -1.80854 0.29433 0.76327
C 0.79606 -1.30301 -1.41410
C -0.00134 1.71694 1.92308
C 0.65138 -2.24538 -2.61499
H -0.94379 2.23353 -0.07341
H -2.44412 0.32947 -0.05341
H -0.54336 2.49830 2.42152
H -2.29297 0.49273 1.73578
H -0.04910 0.84234 2.52985
H 1.89763 0.15392 1.24854
H 0.99179 1.97391 1.81110
H -1.54413 -0.77679 0.62088
```

Properties
E_tot in a.u.: -3180.80226
HOMO-LUMO gap in eV: 7.298
Charge: -1
Highest occupied orbital energy in eV: -4.44
SMILES: CC(C)n1[nH]c(=O)c(C(=O)[O-])c1Br